No. 1
Entry from the Open Molecules 2025 dataset: a cluster of 2 separate species, C5H9N2 in total (wB97M-V/def2-TZVPD).

Values from the calculation:
Calculated total energy   -8299.3379 eV
E_HOMO   -0.49756 Ha
Frontier orbital gap   8.81 eV

Structure (ORCA input):
```
! wB97M-V def2-TZVPD RIJCOSX def2/J DEFGRID3
* xyz 1 1
N 0.76295 -0.29690 0.07107
N 2.53281 1.20285 0.18796
C -0.39809 -0.68598 -0.54592
C -1.07547 -1.89260 0.22756
C -2.41298 1.82638 0.24993
C 1.46450 0.74482 -0.37627
C -1.72348 0.97366 -0.22850
H 3.08824 1.91339 -0.16522
H 2.76612 0.72699 1.11827
H 1.14785 0.95433 -1.40361
H -2.11137 -1.92258 0.26527
H -0.79433 -2.82388 -0.41565
H -3.00983 2.71211 0.27371
H -0.81167 -1.83552 1.24727
H -0.25689 -0.94379 -1.55704
H 0.83165 -0.65328 1.05117
*
```

Here are the Mulliken charges for atoms 1 to 6, given in e: -0.1857, -0.2577, -0.0427, -1.2107, 0.1855, 0.2251

***

No. 2
Entry from the Open Molecules 2025 dataset: the ion C5H9N2 with charge +1 (wB97M-V/def2-TZVPD).

Values from the calculation:
Calculated total energy   -8296.5893 eV
E_HOMO (spin up / spin down)   -0.34220 / -0.55264 Ha
Frontier orbital gap (spin up / spin down)   6.13 / 5.84 eV

Structure (ORCA input):
```
! wB97M-V def2-TZVPD RIJCOSX def2/J DEFGRID3
* xyz 1 3
N 2.38883 -0.58346 -0.36173
N -1.51307 -0.12644 -0.04728
C -2.49654 -0.78780 0.36769
C -0.97444 1.14808 -0.36009
C 1.10413 -0.64592 0.19452
C -0.23856 -0.12287 -0.61926
C 2.05864 0.39224 0.64947
H -3.39981 -0.28790 0.69512
H -2.45503 -1.87002 0.39208
H 0.86596 -1.50745 0.80341
H -1.42815 1.68506 -1.18710
H 1.87657 1.41941 0.34909
H -0.69831 1.77575 0.47868
H -0.18912 -0.50146 -1.63794
H 2.56977 0.28504 1.59545
H 2.52913 -0.27226 -1.31211
*
```

Here are the Mulliken charges for atoms 1 to 6, given in e: -0.1136, 0.0332, -0.4576, -0.5658, -0.0187, -0.2725